Entry 1:
Here is a 5-piece molecular cluster, C17H42N5O4 overall from OMol25. Energies are from ωB97M-V/def2-TZVPD.

```
68
Properties=species:S:1:pos:R:3:forces:R:3
C -1.3735 -1.3185 1.5006 -0.14 0.09 0.90
C -2.5594 -1.6059 0.9393 0.24 -0.10 -0.37
C -3.8650 -0.8415 1.1671 -0.35 -1.49 1.45
N -4.0151 0.3560 0.3311 -0.57 -1.14 -1.31
C -4.4996 0.3793 -0.9216 0.09 0.87 -0.31
N -4.5474 1.6155 -1.4042 0.19 0.23 0.14
C -4.0774 2.4178 -0.4172 -0.38 -2.03 -0.59
N -3.9697 3.7477 -0.4396 0.03 0.53 0.38
N -3.7334 1.6364 0.6285 0.83 1.42 1.26
C -3.1529 2.1291 1.8866 0.14 0.94 1.00
C -1.8999 3.0521 1.7171 0.51 0.09 -0.76
C -0.9490 2.6693 0.5488 0.99 -0.12 0.11
C 0.1262 1.5755 0.9322 -0.39 0.97 -0.16
N 0.4026 0.6339 -0.1548 0.10 0.05 0.25
H -0.4068 -1.3664 0.9765 -0.41 -1.12 0.44
H -1.3317 -1.0557 2.5781 -0.05 1.17 -0.92
H -2.6049 -2.5027 0.2889 0.01 1.29 -0.73
H -4.0584 -0.5641 2.2233 0.28 -0.03 -0.55
H -4.6971 -1.5180 0.8871 0.27 0.64 0.07
H -4.8514 -0.4819 -1.4984 0.30 0.22 0.59
H -3.7213 4.2504 -1.2800 -0.36 -0.28 0.02
H -4.0550 4.2759 0.4184 0.21 -0.13 -0.30
H -2.8981 1.3185 2.5879 -0.26 0.03 -0.74
H -3.9396 2.7354 2.3874 0.35 -0.51 -0.18
H -2.1704 4.1183 1.5804 -0.16 -0.68 0.19
H -1.3111 3.0176 2.6561 -0.47 -0.08 -0.39
H -0.3750 3.5715 0.2462 -0.55 -0.40 0.11
H -1.4572 2.3173 -0.3699 -0.08 0.24 0.54
H -0.2222 1.0992 1.8711 0.35 -0.18 -0.51
H 1.0754 2.1047 1.1551 -0.56 -0.42 0.21
H 1.2659 0.8882 -0.6266 -0.32 -0.13 -0.04
H -0.3486 0.5839 -0.8390 0.19 0.04 0.08
C -0.1204 -3.1536 -3.0514 -0.01 0.01 -0.09
C -0.0771 -1.6618 -2.7863 -0.13 -0.38 0.24
O -1.3979 -1.1131 -2.7949 -0.07 0.39 0.05
H -0.5882 -3.3583 -4.0158 0.10 0.02 -0.02
H 0.8841 -3.5792 -3.0507 -0.05 -0.05 0.03
H -0.7184 -3.6643 -2.2912 0.11 -0.01 0.07
H 0.5021 -1.1538 -3.5575 -0.18 0.12 0.00
H 0.3818 -1.4521 -1.8143 0.17 -0.04 -0.07
H -1.8985 -1.5614 -2.1038 0.09 -0.05 -0.09
C 1.5843 -2.3603 -6.5372 0.04 0.09 0.11
C 2.1301 -3.7281 -6.1695 -0.19 0.08 -0.48
O 1.2094 -4.7459 -6.5481 -0.02 -0.09 0.23
H 0.6248 -2.1872 -6.0454 0.04 -0.02 0.04
H 2.2783 -1.5696 -6.2442 -0.02 0.02 -0.06
H 1.4094 -2.2907 -7.6134 0.10 0.03 0.01
H 2.2836 -3.8014 -5.0927 -0.06 -0.16 -0.04
H 3.0874 -3.9123 -6.6670 0.09 0.12 0.13
H 1.0823 -4.6855 -7.5014 0.00 -0.05 0.09
C 3.2085 -0.3339 1.5724 -0.11 -0.05 0.04
C 4.0446 0.6359 0.7590 0.26 -0.41 0.28
O 5.0636 1.2196 1.5626 -0.09 0.23 -0.02
H 2.7504 0.1754 2.4216 -0.05 0.06 -0.11
H 2.4200 -0.7782 0.9617 0.03 -0.04 0.03
H 3.8322 -1.1356 1.9775 0.01 -0.03 -0.12
H 3.4242 1.4474 0.3733 0.15 0.11 0.05
H 4.5142 0.1274 -0.0897 -0.17 0.02 -0.12
H 5.6190 0.5050 1.8940 -0.02 0.09 -0.04
C 3.1052 0.9035 6.5498 -0.06 -0.05 0.04
C 3.1270 0.7054 5.0466 0.06 0.39 0.26
O 2.0014 1.3441 4.4387 -0.18 -0.12 -0.16
H 2.1863 0.4969 6.9757 0.05 -0.06 -0.03
H 3.9583 0.4132 7.0211 -0.01 0.05 0.02
H 3.1313 1.9672 6.7998 0.12 -0.02 -0.01
H 3.0812 -0.3557 4.8016 -0.13 0.07 -0.12
H 4.0424 1.1194 4.6126 0.07 -0.14 0.01
H 2.0538 2.2829 4.6500 0.04 -0.09 -0.01
```
Forces are in eV/Å.

As for the energy above the lowest of the compared OMol25 structures with the same formula, charge and spin: 113.1 kcal/mol. The HOMO energy comes out at -11.8 eV. The value obtained for the electronic energy is -33941.3866 eV. Its orbital gap is 9.06 eV. As for the total charge: +1. The spin multiplicity is 1. Its strongest force on any atom is 2.2 eV Å⁻¹. For the LUMO energy, the calculation gives -2.75 eV.

Atomic partial charges in e from the Löwdin method, atoms 1 to 4:
1 C 0.019
2 C -0.144
3 C -0.110
4 N -0.015


Entry 2:
Here is a 2-piece molecular cluster, C5H13INO2 overall from OMol25. Energies are from ωB97M-V/def2-TZVPD.

```
22
Properties=species:S:1:pos:R:3:forces:R:3
C -0.0875 0.7258 2.4602 -1.07 2.86 0.64
C 1.6180 1.1169 0.7807 2.42 -2.78 -0.29
C -0.1892 -2.4988 -1.4515 -0.13 0.80 1.58
C -0.9791 1.1170 -2.2414 -3.82 0.38 3.45
C -0.5885 0.6833 0.1364 -2.64 0.19 -0.25
N 0.2526 0.7335 1.0838 1.13 -0.48 0.61
O 0.7544 -1.4592 -1.4846 1.23 0.79 -0.53
O -0.2423 1.2290 -0.9494 -0.50 -0.31 -2.45
I -2.6453 0.1131 0.4531 0.91 0.15 -0.19
H 0.6550 0.2339 2.9870 1.26 -1.04 1.22
H -0.1293 1.8229 2.7855 0.23 -1.39 -0.19
H -1.0660 0.3512 2.6433 -0.51 -0.60 0.12
H 1.7933 2.1021 1.0774 0.05 1.88 0.03
H 2.4040 0.5225 1.4462 -1.97 0.75 -1.47
H 1.7948 0.9199 -0.3152 0.15 0.39 1.51
H -0.8580 -1.9897 -0.7483 -0.61 -1.38 0.19
H 0.2623 -3.4259 -1.0761 -0.51 0.13 -0.05
H -0.7242 -2.6137 -2.3648 -0.22 -0.38 -0.96
H -2.0778 1.5141 -2.0627 2.41 -0.38 -0.44
H -1.0959 0.1378 -2.6052 0.46 -1.42 -0.08
H -0.3975 1.7059 -2.8151 1.48 1.94 -2.23
H 1.5433 -1.7302 -1.9523 0.26 -0.07 -0.23
```
Forces are in eV/Å.

As for the energy above the lowest of the compared OMol25 structures with the same formula, charge and spin: 24.3 kcal/mol. The HOMO energy comes out at -14.0 eV. The value obtained for the electronic energy is -19072.8808 eV. Its orbital gap is 10.05 eV. As for the total charge: +1. The spin multiplicity is 1. Its strongest force on any atom is 5.2 eV Å⁻¹. For the LUMO energy, the calculation gives -3.93 eV.

Atomic partial charges in e from the Löwdin method, atoms 1 to 4:
1 C -0.044
2 C 0.016
3 C -0.134
4 C 0.027


Entry 3:
Here is a 13-piece molecular cluster, C39H78O25 overall from OMol25. Energies are from ωB97M-V/def2-TZVPD.

```
142
Properties=species:S:1:pos:R:3:forces:R:3
C 3.6227 -2.9220 7.2190 1.99 0.48 0.45
O 2.4802 -3.0355 6.4113 -0.16 -0.38 0.19
C 2.2099 -2.0340 5.5807 0.09 -0.30 0.15
O 2.7310 -0.9646 5.5952 0.49 1.38 -0.14
O 1.2913 -2.4467 4.7461 -1.19 -0.96 -0.41
C 0.5913 -1.4986 3.9377 0.61 0.91 0.34
H 3.4283 -3.1393 8.2655 -0.42 -0.45 -0.17
H 4.1364 -1.9536 7.2463 -0.87 0.32 -0.39
H 4.4293 -3.5468 6.8209 -0.43 -0.52 0.16
H 1.2735 -1.1236 3.1732 -0.24 -0.05 -0.13
H 0.2895 -0.6437 4.5480 -0.04 -0.11 -0.02
H -0.2897 -1.9793 3.5288 0.14 -0.20 -0.06
C -5.5971 3.4270 -2.9514 0.65 -0.53 -0.78
O -6.7464 2.7997 -2.4137 -0.91 0.74 0.28
C -6.6908 1.7094 -1.6794 0.98 -0.24 0.02
O -5.7048 1.0300 -1.4971 -0.43 -0.03 0.15
O -7.9072 1.5193 -1.1731 -0.64 0.41 -0.53
C -8.2302 0.2991 -0.5591 0.29 -0.94 0.74
H -5.8115 4.4771 -3.1111 -0.23 0.04 0.21
H -5.3897 2.9877 -3.9250 0.05 -0.04 0.01
H -4.7019 3.3137 -2.3469 -0.12 -0.10 0.35
H -8.0178 -0.5737 -1.1741 0.37 0.12 -0.20
H -9.2935 0.2414 -0.3402 -0.07 0.60 -0.16
H -7.7001 0.2157 0.3885 0.13 -0.16 0.02
C 8.5766 -4.7451 -2.2338 -0.37 -1.24 -0.12
O 7.5215 -3.9263 -1.7335 0.91 0.70 -0.65
C 6.5064 -4.5961 -1.2000 0.56 1.46 0.49
O 6.4642 -5.7534 -0.9940 -0.11 -2.05 -0.08
O 5.5559 -3.7750 -0.8059 -1.70 0.10 0.60
C 5.6883 -2.3838 -0.8793 1.18 1.73 -1.33
H 9.3556 -4.1766 -2.7255 -0.22 0.54 0.18
H 8.1331 -5.4390 -2.9515 0.22 0.00 -0.06
H 8.9896 -5.3566 -1.4319 0.09 0.15 0.04
H 4.7753 -1.8152 -0.7373 -0.40 -0.74 0.59
H 6.0104 -2.0477 -1.8720 -0.03 -0.37 -0.11
H 6.4825 -1.9941 -0.2404 -0.17 -0.25 0.45
C -5.9549 -2.8223 4.3838 -0.23 -0.16 -0.32
O -4.9886 -2.2499 3.5098 0.64 -0.61 -0.29
C -4.9684 -0.9193 3.4501 -0.61 -0.36 0.16
O -5.6130 -0.2178 4.1718 -0.29 0.87 0.41
O -4.1813 -0.5612 2.4664 0.47 0.01 -0.46
C -3.9994 0.8315 2.1781 0.85 0.17 0.74
H -6.9345 -2.6512 3.9389 -0.17 0.16 0.40
H -5.8667 -2.4285 5.3906 -0.15 0.14 0.02
H -5.7873 -3.8956 4.3838 0.24 0.02 -0.01
H -3.0595 0.8428 1.6323 -0.29 0.20 -0.47
H -3.8082 1.4118 3.0835 -0.28 -0.21 0.15
H -4.8424 1.2714 1.6632 -0.13 -0.16 -0.31
C -2.0300 2.5038 -1.3940 0.18 0.47 1.29
O -0.6552 2.0920 -1.2633 0.15 0.33 -0.34
C -0.2683 1.2631 -0.3001 -0.04 -0.84 0.14
O -0.9288 0.7971 0.5890 -0.44 0.44 0.24
O 1.0038 0.9439 -0.5121 0.04 0.47 -0.74
C 1.6199 0.0097 0.3369 0.74 -1.01 1.20
H -1.9961 3.4598 -1.9059 0.02 -0.32 -0.59
H -2.4641 2.7918 -0.4327 0.03 -0.59 0.17
H -2.6151 1.7264 -1.8764 -0.11 0.11 -0.13
H 1.1451 -0.9669 0.4648 -0.69 0.28 -0.57
H 1.7556 0.3639 1.3618 -0.09 0.46 -0.16
H 2.6113 -0.2099 -0.0430 -0.01 0.40 -0.29
C 1.6110 1.4037 -3.6459 0.26 1.55 -1.55
O 2.4999 0.4449 -3.1036 0.20 0.93 0.18
C 2.3126 -0.7960 -3.5242 0.53 0.21 1.07
O 1.2679 -1.2850 -3.7822 -1.74 -0.63 -0.99
O 3.4675 -1.4289 -3.4795 0.94 -0.11 -0.06
C 3.4731 -2.7516 -4.0038 -0.14 -0.48 -0.08
H 1.9673 2.4187 -3.4511 0.27 -0.34 0.90
H 0.5557 1.4001 -3.3939 0.12 -0.74 0.40
H 1.7346 1.4209 -4.7394 -0.40 -0.60 0.04
H 2.5604 -3.2865 -3.7539 -0.02 0.05 0.13
H 4.3298 -3.2595 -3.5735 0.06 0.04 0.05
H 3.5665 -2.7272 -5.0887 0.04 0.10 -0.03
C 4.1912 4.1590 4.9073 -0.53 0.04 -0.08
C 4.3323 3.5216 3.5495 -0.14 -0.69 0.31
O 5.3003 3.7299 2.8742 0.75 0.23 -0.78
C 3.2527 2.5363 3.1570 -0.55 1.29 1.13
H 3.3129 4.8104 4.8999 0.04 0.03 0.08
H 5.0744 4.7391 5.1496 0.06 -0.04 0.04
H 3.9934 3.3802 5.6453 0.11 0.08 0.12
H 3.1401 1.8804 4.0257 0.15 -0.64 -0.48
H 3.3723 2.0921 2.1798 0.16 -0.27 0.06
H 2.3188 3.1122 3.2256 -0.06 -0.11 -0.41
C -4.6308 -2.4073 -0.0875 0.01 -0.10 0.02
C -3.2539 -2.7763 -0.5298 0.78 -0.19 -1.64
O -3.0216 -3.6332 -1.3605 -0.35 -0.17 0.36
C -2.1199 -1.8612 -0.0936 -1.45 0.53 -0.53
H -4.7516 -2.8201 0.9170 -0.23 0.53 0.16
H -5.4224 -2.7822 -0.7302 0.20 -0.35 -0.14
H -4.6491 -1.3203 -0.1376 -0.42 0.05 0.57
H -1.5088 -1.6719 -0.9740 0.62 -0.62 0.23
H -1.6282 -2.2613 0.7866 0.33 0.29 -0.01
H -2.5939 -0.8889 0.0576 0.35 -0.08 0.81
C -1.5049 3.3644 -4.6327 0.57 0.95 -0.18
C -2.7381 3.7844 -5.4143 -0.08 -1.45 -0.91
O -3.7078 4.3487 -4.9746 0.42 0.48 0.63
C -2.7620 3.2539 -6.8339 -0.20 0.18 -0.01
H -0.7256 3.0013 -5.3013 -0.15 -0.15 -0.15
H -1.6930 2.5878 -3.9016 -0.28 0.12 0.07
H -1.0561 4.2506 -4.1707 -0.25 -0.13 0.37
H -3.5258 3.7868 -7.3979 0.12 -0.02 -0.12
H -3.0559 2.2006 -6.7784 -0.02 0.04 0.16
H -1.7873 3.2818 -7.3169 0.01 0.18 -0.07
C 5.7226 -1.2214 3.1381 -0.35 0.55 1.38
C 5.4781 -0.1753 2.0710 -0.44 -1.15 -0.76
O 4.4313 -0.1648 1.4445 0.50 0.12 0.49
C 6.5964 0.7556 1.7227 -0.36 1.13 -0.08
H 6.1003 -2.1844 2.7973 0.24 0.22 -0.37
H 4.8191 -1.4394 3.7169 -0.28 0.07 -0.50
H 6.3723 -0.7963 3.9100 0.42 -0.26 -0.29
H 6.1705 1.6061 1.1872 -0.03 -0.10 -0.08
H 7.3308 0.3040 1.0542 0.07 -0.28 0.28
H 7.0635 1.1879 2.6079 0.26 -0.33 0.01
C -2.9413 6.3062 -0.8170 -0.14 1.78 0.17
C -3.3505 6.0221 0.5919 -0.23 -1.15 0.22
O -3.8690 4.9616 0.8654 0.00 -0.23 0.06
C -3.2281 7.0757 1.6579 -0.70 0.31 -0.01
H -1.9514 6.7713 -0.7787 0.21 -0.53 -0.44
H -3.5564 7.1463 -1.1752 -0.07 -0.11 0.10
H -3.1148 5.5025 -1.5197 0.40 -0.31 0.17
H -2.2927 7.6251 1.7225 -0.02 0.11 -0.36
H -3.4755 6.6792 2.6391 0.14 -0.35 -0.08
H -4.0742 7.7342 1.4149 0.40 0.43 0.10
C -1.5868 -0.0857 -4.8323 -0.08 -0.31 0.01
C -3.0706 -0.3528 -4.8384 -1.09 0.25 -0.80
O -3.8424 0.5395 -5.1567 0.44 -0.18 0.34
C -3.6092 -1.7519 -4.5824 0.71 0.63 -0.29
H -1.3006 0.1472 -3.8037 0.23 0.01 -0.07
H -1.3741 0.7463 -5.4987 -0.07 0.17 0.20
H -0.9853 -0.9274 -5.1710 -0.10 -0.17 0.27
H -3.5612 -2.0020 -3.5223 0.16 -0.23 -0.06
H -2.9641 -2.4014 -5.1793 -0.14 -0.39 0.36
H -4.6300 -1.8119 -4.9425 -0.10 0.06 0.08
C 2.2294 -5.6202 2.8278 -0.96 -0.48 0.63
C 1.8366 -4.9436 1.5418 1.56 0.68 0.95
O 1.3432 -5.5244 0.6293 -0.83 -0.66 -1.01
C 2.2298 -3.4909 1.4414 0.34 0.55 0.43
H 1.6587 -6.5446 2.9377 0.21 -0.09 -0.18
H 1.9587 -5.0139 3.6969 0.27 0.22 -0.08
H 3.2935 -5.8491 2.8612 0.06 0.15 -0.12
H 2.4787 -3.2282 0.4164 -0.41 0.15 -0.07
H 3.0790 -3.1983 2.0685 0.20 -0.52 -0.05
H 1.4515 -2.8718 1.8933 -0.35 -0.05 -0.57
```
Forces are in eV/Å.

As for the energy above the lowest of the compared OMol25 structures with the same formula, charge and spin: 0.0 kcal/mol. The HOMO energy comes out at -8.9 eV. The value obtained for the electronic energy is -92893.3878 eV. Its orbital gap is 9.24 eV. The spin multiplicity is 1. Its strongest force on any atom is 2.5 eV Å⁻¹. For the LUMO energy, the calculation gives 0.36 eV.

Atomic partial charges in e from the Löwdin method, atoms 1 to 4:
1 C -0.062
2 O 0.021
3 C -0.650
4 O 0.128


Entry 4:
Here is C6H7N as an isolated structure from OMol25. Energies are from ωB97M-V/def2-TZVPD.

```
14
Properties=species:S:1:pos:R:3:forces:R:3
C 1.0113 -0.0028 -0.5147 -1.83 -3.49 -0.04
C -1.7621 -0.4687 -0.3812 2.92 -0.77 -0.67
C 1.6930 0.9676 -1.0401 2.54 2.51 3.11
C 0.7358 -1.0535 0.5746 0.25 3.28 0.93
C -2.5318 0.2140 0.6361 -1.41 -1.23 1.74
C 0.0203 -1.1141 -0.7084 -4.38 3.09 0.88
N -2.8747 -0.1036 -0.8221 1.21 -0.10 -0.64
H 1.5976 1.4932 -1.9784 -0.24 -0.39 -0.14
H 2.4361 1.4885 -0.2156 -1.59 -1.18 -2.46
H 1.5170 -1.6933 0.8322 1.18 -1.29 0.00
H 0.3298 -0.5807 1.5169 -0.32 -0.81 -1.26
H -3.2359 -0.4441 1.3196 1.81 1.75 -0.85
H -2.2683 1.2554 0.9184 -0.59 -0.75 -0.15
H -0.0888 -1.8845 -1.4271 0.45 -0.61 -0.45
```
Forces are in eV/Å.

As for the energy above the lowest of the compared OMol25 structures with the same formula, charge and spin: 150.1 kcal/mol. The HOMO energy comes out at -9.4 eV. The value obtained for the electronic energy is -7819.1373 eV. Its orbital gap is 10.14 eV. The spin multiplicity is 1. Its strongest force on any atom is 5.4 eV Å⁻¹. For the LUMO energy, the calculation gives 0.77 eV.

Atomic partial charges in e from the Löwdin method, atoms 1 to 4:
1 C -0.276
2 C -0.193
3 C 0.031
4 C -0.095